[1]
DFT (ωB97M-V with the def2-TZVPD basis set) results for one molecule with the formula C6H10O.

```
17
Properties=species:S:1:pos:R:3:forces:R:3
C 0.436876 -1.408927 0.413733 -0.268 0.162 -0.105
C -0.803762 -1.485578 -0.079055 0.232 0.224 0.168
C -1.707658 -0.276116 -0.307377 -0.003 -0.318 0.156
O -1.181001 0.679528 -1.219338 0.234 0.002 0.141
C 0.180355 1.078005 -1.071058 0.103 0.073 0.233
C 0.715195 1.208630 0.365543 0.053 -0.068 -0.065
C 1.133035 -0.169964 0.955512 -0.001 0.051 -0.090
H 1.043928 -2.318983 0.434279 -0.275 0.173 0.184
H -1.194708 -2.472992 -0.338576 0.118 0.346 -0.137
H -1.995496 0.202931 0.649952 0.330 -0.085 -0.246
H -2.649187 -0.599547 -0.767863 0.235 0.023 0.101
H 0.231214 2.040309 -1.598121 0.047 -0.238 0.166
H 0.873307 0.375526 -1.580938 -0.474 0.193 0.011
H 0.076926 1.791473 1.048893 -0.179 -0.396 -0.394
H 1.619683 1.824887 0.279185 -0.074 -0.141 0.026
H 2.206844 -0.294854 0.763381 -0.180 -0.037 0.121
H 1.014449 -0.174328 2.051849 0.102 0.034 -0.271
```
Positions in Å, forces in eV/Å.

Calculated values
Kohn-Sham gap: 10.382 eV
SMILES: C1=CCOCCC1
charge: 0
DFT total energy: -8430.3189 eV
highest occupied orbital energy: -9.318 eV
relative energy (zero: lowest compared OMol25 entry of this formula, charge and spin): 88.9 kJ/mol
LUMO energy: 1.1 eV

Let us look at the Mulliken charges, expressed in e, one per atom:
1 C -0.443
2 C -0.240
3 C -0.465
4 O -0.404
5 C -0.578
6 C -0.589
7 C -0.468
8 H 0.359
9 H 0.336
10 H 0.227
11 H 0.323
12 H 0.366
13 H 0.319
14 H 0.323
15 H 0.350
16 H 0.302
17 H 0.282


[2]
DFT (ωB97M-V with the def2-TZVPD basis set) results for C6H10O as an isolated structure in a non-equilibrium geometry.

```
17
Properties=species:S:1:pos:R:3:forces:R:3
O -0.082962 1.765831 0.986129 -0.968 -1.389 0.950
C -1.057638 0.801039 0.650456 -0.776 0.140 -0.321
C -1.158708 0.372757 -0.810564 0.046 -0.001 0.005
C 0.203802 -0.014390 -1.396893 0.035 -0.011 0.051
C 0.922818 -1.033057 -0.497486 -0.151 -0.143 -0.040
C 1.014537 -0.525593 0.938366 0.972 2.148 -0.447
C -0.186425 0.025942 1.530245 -0.501 1.828 -0.095
H 1.256517 0.668189 0.889582 1.318 -2.598 -0.301
H -2.040794 1.038334 1.075652 0.041 -0.026 -0.153
H -1.613324 1.185585 -1.393571 0.101 -0.145 0.158
H -1.847733 -0.485746 -0.863521 0.117 0.169 0.038
H 0.819281 0.890250 -1.488839 -0.074 -0.175 0.050
H 0.076893 -0.422001 -2.408720 0.019 0.072 0.221
H 0.382723 -1.990148 -0.524596 0.051 0.083 -0.029
H 1.932918 -1.229302 -0.878914 -0.205 0.050 0.107
H 1.660664 -1.065381 1.618104 0.068 -0.035 0.005
H -0.340843 0.036552 2.604835 -0.094 0.032 -0.198
```
Positions in Å, forces in eV/Å.

Calculated values
Kohn-Sham gap: 9.668 eV
charge: 0
DFT total energy: -8428.8178 eV
highest occupied orbital energy: -8.876 eV
relative energy (zero: lowest compared OMol25 entry of this formula, charge and spin): 233.7 kJ/mol
LUMO energy: 0.8 eV

Let us look at the Mulliken charges, expressed in e, one per atom:
1 O -0.617
2 C 0.203
3 C -0.686
4 C -0.757
5 C -0.489
6 C -0.592
7 C -0.416
8 H 0.283
9 H 0.402
10 H 0.345
11 H 0.310
12 H 0.302
13 H 0.345
14 H 0.303
15 H 0.317
16 H 0.396
17 H 0.352


[3]
DFT (ωB97M-V with the def2-TZVPD basis set) results for a 2-piece molecular cluster, C6H10O overall.

```
17
Properties=species:S:1:pos:R:3:forces:R:3
C -0.293590 0.449309 0.675754 0.184 -0.146 0.050
C 0.801480 -0.260444 0.947289 -0.180 0.172 -0.044
C 1.891832 -0.037353 -0.074363 0.052 -0.017 -0.023
C 1.380119 1.182324 -0.876880 0.033 0.029 -0.025
C -0.135617 1.270662 -0.582484 -0.004 0.058 0.006
H -1.217649 0.405284 1.246323 0.181 0.031 -0.062
H 0.907285 -0.945152 1.785134 -0.039 0.097 -0.130
H 2.869944 0.148957 0.384462 -0.140 -0.037 -0.070
H 2.009379 -0.926592 -0.710458 -0.014 0.114 0.084
H 1.873373 2.088834 -0.509799 -0.076 -0.126 -0.041
H 1.598587 1.106075 -1.946804 -0.033 0.008 0.176
H -0.738851 0.847536 -1.398914 0.071 0.030 0.096
H -0.475366 2.305146 -0.454611 0.047 -0.151 -0.023
C -2.615011 -1.914213 0.370565 -0.105 0.170 0.296
O -2.867537 -1.381618 1.421807 0.046 -0.282 -0.458
H -3.274089 -2.690794 -0.062821 0.032 0.051 0.087
H -1.714288 -1.647961 -0.214200 -0.054 -0.001 0.083
```
Positions in Å, forces in eV/Å.

Calculated values
Kohn-Sham gap: 9.904 eV
SMILES: C1=CCCC1.C=O
charge: 0
DFT total energy: -8430.1853 eV
highest occupied orbital energy: -9.058 eV
relative energy (zero: lowest compared OMol25 entry of this formula, charge and spin): 101.8 kJ/mol
LUMO energy: 0.8 eV

Let us look at the Mulliken charges, expressed in e, one per atom:
1 C -0.649
2 C -0.352
3 C -0.543
4 C -0.590
5 C -0.482
6 H 0.609
7 H 0.414
8 H 0.327
9 H 0.232
10 H 0.240
11 H 0.306
12 H 0.186
13 H 0.303
14 C -0.027
15 O -0.398
16 H 0.266
17 H 0.161


[4]
DFT (ωB97M-V with the def2-TZVPD basis set) results for one molecule with the formula C6H10O.

```
17
Properties=species:S:1:pos:R:3:forces:R:3
C -0.733875 2.084521 0.548769 -0.001 -0.030 -0.097
C -1.204766 1.651001 -0.624243 0.057 0.074 0.114
C -0.907690 0.411744 -1.360112 0.125 -0.127 0.025
C 0.061723 -0.494347 -1.177980 -0.157 0.131 -0.024
C 1.142581 -0.520045 -0.130332 0.028 0.001 -0.040
C 0.676974 -1.153944 1.189772 0.120 0.387 0.129
O -0.046420 -2.351805 1.006500 0.133 -0.306 -0.120
H -1.065832 3.034982 0.958682 0.036 -0.143 -0.115
H -0.022204 1.531265 1.150000 -0.114 0.047 -0.089
H -1.935085 2.283226 -1.125932 0.077 -0.012 0.065
H -1.586109 0.225876 -2.192768 0.107 0.013 0.145
H 0.060329 -1.338675 -1.865630 -0.009 0.120 0.087
H 1.525025 0.488713 0.075260 -0.090 -0.134 -0.025
H 1.992608 -1.098051 -0.519819 -0.134 0.067 0.075
H 1.547780 -1.305861 1.848561 -0.151 0.004 -0.124
H -0.011407 -0.483654 1.711904 0.061 -0.096 -0.098
H 0.506368 -2.964946 0.507369 -0.087 0.003 0.091
```
Positions in Å, forces in eV/Å.

Calculated values
Kohn-Sham gap: 9.598 eV
SMILES: C=C/C=C\CCO
charge: 0
DFT total energy: -8430.0297 eV
highest occupied orbital energy: -8.782 eV
relative energy (zero: lowest compared OMol25 entry of this formula, charge and spin): 116.8 kJ/mol
LUMO energy: 0.8 eV

Let us look at the Mulliken charges, expressed in e, one per atom:
1 C -0.798
2 C 0.113
3 C -0.386
4 C 0.093
5 C -0.908
6 C -0.375
7 O -0.521
8 H 0.253
9 H 0.085
10 H 0.255
11 H 0.286
12 H 0.276
13 H 0.412
14 H 0.340
15 H 0.298
16 H 0.259
17 H 0.316


[5]
DFT (ωB97M-V with the def2-TZVPD basis set) results for C6H10O as an isolated structure.

```
17
Properties=species:S:1:pos:R:3:forces:R:3
C 2.476838 -0.114834 0.099422 0.046 -0.057 0.009
C 1.111516 0.551273 -0.046865 -0.019 0.057 -0.009
C -0.041209 -0.188845 0.625851 0.295 -0.052 -0.082
O -1.007710 0.728054 1.210515 -0.028 0.109 0.072
C -2.062472 0.085865 0.507606 -0.389 -0.023 0.066
C -1.882644 0.231437 -0.964600 -0.040 0.110 -0.143
C -1.139718 -0.846939 -0.212749 0.098 -0.241 -0.048
H 2.507061 -1.103841 -0.370991 -0.034 0.110 0.065
H 2.744338 -0.234197 1.155523 -0.046 -0.003 -0.144
H 3.251536 0.499632 -0.371364 -0.100 -0.124 0.063
H 0.877573 0.697658 -1.108627 0.024 0.014 0.150
H 1.144202 1.548883 0.404301 0.013 -0.102 -0.035
H 0.322711 -0.867317 1.410405 -0.041 0.131 -0.105
H -3.006817 -0.062595 1.021680 0.153 0.001 -0.101
H -2.703199 -0.119829 -1.584456 0.116 0.014 0.123
H -1.351000 1.100430 -1.348473 -0.095 -0.133 0.084
H -1.241005 -1.904830 -0.427178 0.047 0.191 0.034
```
Positions in Å, forces in eV/Å.

Calculated values
Kohn-Sham gap: 10.372 eV
charge: 0
DFT total energy: -8429.4699 eV
highest occupied orbital energy: -9.214 eV
relative energy (zero: lowest compared OMol25 entry of this formula, charge and spin): 170.8 kJ/mol
LUMO energy: 1.2 eV

Let us look at the Mulliken charges, expressed in e, one per atom:
1 C -1.309
2 C -0.438
3 C 0.372
4 O -0.472
5 C -0.049
6 C -0.685
7 C -0.525
8 H 0.331
9 H 0.339
10 H 0.371
11 H 0.236
12 H 0.306
13 H 0.347
14 H 0.384
15 H 0.272
16 H 0.164
17 H 0.354


[6]
DFT (ωB97M-V with the def2-TZVPD basis set) results for one molecule with the formula C6H10O.

```
17
Properties=species:S:1:pos:R:3:forces:R:3
C -0.114411 -1.340677 0.813698 -0.124 0.090 0.117
C -1.097631 -0.512296 1.167562 0.064 -0.091 -0.044
C -1.118393 0.967500 0.845614 0.048 -0.056 0.187
O -1.263379 1.196169 -0.534933 0.001 0.246 -0.082
C -0.202178 0.739090 -1.362130 0.159 -0.047 -0.308
C 1.116338 0.367256 -0.677979 -0.055 0.145 0.004
C 1.116857 -1.008799 0.005863 -0.026 0.045 -0.030
H -0.209440 -2.390232 1.089928 -0.031 0.103 -0.072
H -1.987529 -0.927033 1.639563 0.235 0.058 0.095
H -0.214511 1.466033 1.229143 -0.199 -0.143 -0.001
H -1.969608 1.480069 1.304718 0.095 -0.262 0.000
H -0.029735 1.567030 -2.058819 0.100 -0.200 -0.043
H -0.554026 -0.125328 -1.947061 0.029 0.115 0.101
H 1.410517 1.155981 0.022001 -0.007 -0.101 -0.100
H 1.880896 0.366926 -1.464200 -0.078 -0.009 0.122
H 1.207692 -1.782483 -0.770601 -0.041 0.114 0.109
H 2.020866 -1.117125 0.622957 -0.168 -0.005 -0.054
```
Positions in Å, forces in eV/Å.

Calculated values
Kohn-Sham gap: 10.387 eV
SMILES: C1=CCOCCC1
charge: 0
DFT total energy: -8430.4233 eV
highest occupied orbital energy: -9.317 eV
relative energy (zero: lowest compared OMol25 entry of this formula, charge and spin): 78.8 kJ/mol
LUMO energy: 1.1 eV

Let us look at the Mulliken charges, expressed in e, one per atom:
1 C -0.444
2 C -0.229
3 C -0.490
4 O -0.393
5 C -0.469
6 C -0.705
7 C -0.365
8 H 0.348
9 H 0.323
10 H 0.263
11 H 0.331
12 H 0.316
13 H 0.276
14 H 0.301
15 H 0.346
16 H 0.291
17 H 0.302


[7]
DFT (ωB97M-V with the def2-TZVPD basis set) results for one molecule with the formula C6H10O in a non-equilibrium geometry.

```
17
Properties=species:S:1:pos:R:3:forces:R:3
C -1.018617 -1.358042 1.203825 0.072 1.127 -0.077
C -0.177286 -0.255982 0.406245 -0.450 1.419 -0.796
C 0.941063 -0.981595 -0.367066 -0.122 0.417 0.083
O 1.527857 0.055182 -1.124227 0.021 0.041 -0.937
C 0.650628 1.163495 -0.965579 -0.255 0.120 -0.007
C 0.645791 1.451640 0.506199 0.180 -0.795 0.739
C -0.808828 0.697826 -0.776733 -0.098 -1.793 -0.174
H -1.300958 -2.262400 0.595850 0.451 1.171 -0.048
H -1.935650 -0.856793 1.487832 -0.349 -0.221 0.307
H -0.570673 -1.803915 2.114066 0.179 0.704 -0.457
H 0.569127 -1.749045 -1.084955 -0.226 0.307 0.579
H 1.705135 -1.475977 0.262630 -0.384 0.342 -0.025
H 0.901815 1.865763 -1.769290 -0.118 0.195 0.597
H 0.076027 2.397672 0.639654 -0.242 -1.177 0.740
H 1.587719 1.500996 1.029221 0.383 -0.117 0.111
H -1.216957 0.084558 -1.541493 -0.398 -0.589 -1.197
H -1.576193 1.526616 -0.616180 1.356 -1.152 0.562
```
Positions in Å, forces in eV/Å.

Calculated values
Kohn-Sham gap: 10.146 eV
SMILES: C[C@]12CO[C@H](C1)C2
charge: 0
DFT total energy: -8428.0841 eV
highest occupied orbital energy: -9.173 eV
relative energy (zero: lowest compared OMol25 entry of this formula, charge and spin): 304.5 kJ/mol
LUMO energy: 1.0 eV

Let us look at the Mulliken charges, expressed in e, one per atom:
1 C -1.305
2 C 0.594
3 C -0.597
4 O -0.445
5 C 0.033
6 C -0.770
7 C -0.791
8 H 0.298
9 H 0.361
10 H 0.333
11 H 0.307
12 H 0.310
13 H 0.435
14 H 0.275
15 H 0.328
16 H 0.353
17 H 0.280